(1)
C2Ag3O6 | the ωB97M-V functional and the def2-TZVPD basis

```
! wB97M-V def2-TZVPD RIJCOSX def2/J DEFGRID3
* xyz -1 1
Ag -15.763 -3.774 -3.618
Ag -15.386 -3.718 -6.364
Ag -17.513 -4.225 -1.678
C -16.536 -1.566 -4.737
O -17.254 -2.440 -5.196
O -16.987 -1.038 -3.808
O -15.455 -1.090 -5.236
C -13.884 -3.760 -1.538
O -15.045 -3.194 -1.556
O -13.290 -3.655 -2.646
O -13.507 -4.801 -0.898
*
```

Summary:
DFT total energy (hartree): -968.3666
LUMO (hartree): 0.009
HOMO (eV): -3.556
Frontier orbital gap (eV): 3.81

---

(2)
C2AgF3NO5S | the ωB97M-V functional and the def2-TZVPD basis

```
! wB97M-V def2-TZVPD RIJCOSX def2/J DEFGRID3
* xyz -1 3
Ag -0.185 2.930 0.782
N 0.857 1.508 -1.502
S 2.070 1.457 -0.512
O 3.366 1.596 -1.189
O 1.829 2.310 0.719
C 2.273 -0.218 0.326
F 2.379 -1.163 -0.604
F 1.214 -0.492 1.084
F 3.359 -0.263 1.095
O -0.351 1.754 -0.809
O -2.709 0.193 0.735
C -2.513 -0.502 -0.180
O -2.435 -1.333 -0.987
*
```

Summary:
DFT total energy (hartree): -1351.8378
LUMO (alpha / beta) (hartree): 0.110 / 0.072
HOMO (alpha / beta) (eV): -1.794 / -5.179
Frontier orbital gap (alpha / beta) (eV): 4.80 / 7.15

---

> Number 1 is which compound?

C2Ag3O6